DFT (ωB97M-V/def2-TZVPD) results for 11 unconnected molecules or ions with the total composition C44H67F21O26 at a distorted geometry.

```
158
Properties=species:S:1:pos:R:3:forces:R:3
C -0.412186 1.255575 5.639711 0.73 0.21 0.81
C -1.089206 0.212805 6.499821 1.09 0.29 -0.55
O -1.564086 -0.876115 5.681221 -1.10 -0.61 -0.18
C -0.693276 -1.809095 5.265161 0.15 -0.48 0.39
O 0.492474 -1.760915 5.477291 -0.35 -0.44 -0.27
O -1.365686 -2.835685 4.638941 -0.45 2.43 0.99
C -0.724666 -4.075135 4.433851 0.38 0.09 -0.03
H -0.142526 2.064235 6.319011 -0.14 0.34 0.02
H -1.079116 1.664405 4.880661 0.22 -0.21 -0.17
H 0.560694 0.911105 5.289081 -0.35 -0.12 -0.55
H -1.876556 0.750165 7.028431 -0.74 -0.90 -0.29
H -0.410976 -0.181425 7.256591 0.10 -0.08 -0.10
H -0.128346 -4.010955 3.523691 0.14 -0.32 0.10
H -1.544316 -4.785225 4.324091 0.22 -0.05 -0.11
H -0.113816 -4.320235 5.302691 0.14 -0.11 -0.15
C 1.644194 5.033545 -1.999959 1.08 -0.96 0.15
C 2.109194 6.475355 -2.263119 0.45 -1.80 0.92
O 3.014584 6.366445 -3.374079 -1.77 -0.38 -0.38
C 3.597444 7.425985 -3.867349 0.81 4.07 2.59
O 3.512474 8.616995 -3.427789 -0.16 -3.76 -1.85
O 4.442084 6.976145 -4.758699 -0.57 -0.74 -0.63
C 5.401624 7.802005 -5.358819 0.33 0.24 0.36
H 0.956524 4.880545 -1.168219 -0.36 0.61 -0.28
H 2.460844 4.369595 -1.716489 0.64 0.42 0.24
H 1.336774 4.477405 -2.885579 -0.75 0.61 -0.24
H 2.781044 6.785665 -1.462849 -0.63 0.44 0.38
H 1.184034 7.044065 -2.356659 0.61 0.78 -0.64
H 6.264124 7.137645 -5.411969 0.19 0.44 -0.30
H 5.598224 8.652385 -4.705909 0.12 0.05 -0.21
H 5.038054 8.109055 -6.339459 0.19 0.10 -0.03
C -3.174066 -2.264015 -3.916829 -0.51 1.16 1.42
C -2.905946 -3.657205 -3.324119 0.34 0.02 -1.10
O -3.590116 -4.105905 -2.128039 -1.99 -0.61 -0.74
C -4.706086 -4.907335 -2.215689 -1.94 -0.66 -1.83
O -5.266556 -5.461865 -3.194659 2.59 1.93 2.57
O -5.223986 -4.963585 -0.980329 1.19 0.09 0.18
C -6.324486 -5.804015 -0.673829 -0.80 0.07 -0.13
H -4.024386 -2.028835 -4.556939 -0.22 -1.02 -0.12
H -2.307216 -1.851515 -4.433069 0.21 -0.50 0.04
H -3.328446 -1.563705 -3.095949 0.15 0.13 0.29
H -1.882616 -3.651055 -2.948809 0.08 -0.12 -0.44
H -3.033026 -4.348075 -4.157579 0.12 -0.57 0.46
H -7.242416 -5.322595 -1.011059 -0.03 -0.09 -0.28
H -6.414646 -5.869525 0.410461 0.46 0.10 -0.04
H -6.271236 -6.812295 -1.084479 0.30 0.18 -0.21
C -1.913326 -9.860125 2.791111 -0.27 -1.79 -0.27
C -1.318626 -8.555105 2.512731 0.94 0.74 1.30
O -1.323896 -8.404315 1.132741 -0.46 0.40 -1.26
C -1.328566 -7.189925 0.569591 -0.19 2.00 4.34
O -1.366566 -6.116425 1.214511 0.21 -2.65 -2.17
O -1.283256 -7.407205 -0.691509 0.24 0.48 -1.45
C -0.888296 -6.332405 -1.503289 0.05 0.45 -2.89
H -1.752886 -10.185385 3.819011 -0.35 0.19 0.06
H -1.315206 -10.532145 2.175691 -0.17 -0.47 0.02
H -2.940286 -9.971535 2.443191 -0.12 0.12 0.36
H -0.272166 -8.689795 2.786381 0.21 0.69 0.37
H -1.763536 -7.723995 3.059911 0.04 0.15 -0.30
H -1.651466 -5.598065 -1.760989 -0.26 0.13 1.09
H -0.765326 -6.777325 -2.490729 0.25 -0.32 0.12
H 0.072724 -5.851795 -1.320099 -0.20 -0.22 0.87
C 3.153144 -1.708155 -1.881699 -0.35 1.54 0.76
C 3.174644 -2.226215 -0.453389 0.19 -0.54 0.15
O 2.749504 -1.200385 0.538411 -0.25 0.61 -1.53
C 2.539504 -1.468585 1.806331 0.23 -3.86 1.13
O 2.552334 -2.639285 2.237461 -0.24 3.54 -0.39
C 2.319634 -0.124225 2.668551 2.02 0.27 -0.42
F 2.980024 -0.105765 3.857861 -0.95 -1.05 -0.71
F 2.895124 0.872165 1.985081 -0.17 -0.04 -0.54
F 1.055884 0.177165 2.841281 -0.58 -0.43 0.23
H 3.711844 -2.327925 -2.583009 0.17 -0.06 0.32
H 3.526854 -0.684385 -1.863259 0.25 0.02 -0.45
H 2.121704 -1.659585 -2.230779 0.03 0.05 0.00
H 4.169314 -2.528355 -0.125589 -0.10 -0.08 -0.05
H 2.530274 -3.098785 -0.560649 -0.22 -0.08 1.38
C -4.013186 7.033685 2.684971 0.59 -0.30 1.12
C -2.865686 6.347645 1.934971 -0.83 1.34 -0.76
O -3.318626 5.219105 1.198031 -0.89 -2.29 -1.09
C -3.004256 3.943875 1.504691 3.34 1.69 3.12
O -2.252676 3.702295 2.461211 -2.27 -0.39 -2.51
C -3.486896 2.891445 0.472891 0.41 0.73 -1.18
F -4.757346 3.052495 0.199401 -2.21 -0.19 1.07
F -2.957536 3.017425 -0.733319 1.73 1.07 -0.92
F -3.188326 1.667975 0.808701 -0.28 -0.97 1.43
H -4.600956 6.430765 3.377151 0.00 -0.41 -0.30
H -4.667656 7.573815 2.000841 0.03 -0.16 0.09
H -3.513926 7.734305 3.354281 -0.11 0.44 -0.14
H -1.901156 6.234325 2.429901 -0.41 -0.48 0.25
H -2.765356 7.080205 1.134101 0.89 -0.16 -0.17
C -0.750426 -2.694525 0.502961 0.30 0.13 0.71
C -1.169846 -1.694245 -0.491369 -0.85 0.78 -2.05
O -0.488466 -0.455995 -0.310589 0.91 0.89 1.05
C -0.350786 0.430045 -1.279309 0.08 -0.68 -0.07
O -0.692106 0.292645 -2.419109 -0.07 0.13 -0.09
C 0.382164 1.708725 -0.782539 -0.26 -0.03 0.01
F -0.224856 2.777745 -1.260199 -0.58 0.52 -0.71
F 0.336524 1.835185 0.535751 0.45 -0.43 0.30
F 1.640194 1.742475 -1.233069 0.02 -0.39 0.34
H 0.314834 -2.873315 0.356851 -0.02 -0.49 -0.01
H -1.365496 -3.583975 0.366341 0.30 -0.18 0.16
H -0.838536 -2.322745 1.523801 -0.29 -0.04 0.07
H -2.224326 -1.423645 -0.545769 -0.23 -0.35 0.49
H -0.946266 -2.039195 -1.500889 0.15 -0.14 -0.17
C -9.864236 -2.376915 0.175291 -0.29 0.47 -1.29
C -8.918276 -1.190495 0.122531 -0.81 0.28 0.19
O -7.557276 -1.568655 0.221531 1.66 -0.38 0.14
C -6.855016 -1.460805 1.377101 -1.86 0.25 -1.74
O -7.317416 -1.059275 2.387331 -0.12 0.32 1.03
C -5.430496 -2.011855 1.266021 -0.05 2.57 0.58
F -5.519586 -3.287185 1.503551 0.79 -1.21 -0.01
F -4.836416 -1.762135 0.057421 -0.36 -0.39 1.87
F -4.787586 -1.370545 2.322191 0.18 -1.27 -2.05
H -9.709866 -3.056955 1.013031 -0.19 0.21 -0.07
H -9.887986 -2.884325 -0.789109 0.73 -0.61 0.14
H -10.859866 -1.939795 0.099491 -0.29 -0.03 0.92
H -9.250556 -0.462155 0.862271 0.65 -0.04 0.38
H -8.997656 -0.674275 -0.834189 0.01 -0.18 -0.09
C 4.998024 2.139735 -1.153819 -0.28 0.92 0.85
C 5.207894 3.509895 -0.450089 1.39 0.25 -1.93
O 5.916144 4.303585 -1.413209 -0.54 -1.69 -1.02
C 6.341594 5.569725 -1.095339 1.58 0.20 -1.13
O 5.894134 6.187065 -0.115789 -1.15 1.44 1.81
C 7.319154 6.154895 -2.091299 -3.44 -1.51 4.15
F 7.554204 5.291595 -3.028429 0.54 -0.54 -2.82
F 6.823954 7.365095 -2.535939 1.10 0.13 -0.80
F 8.517084 6.381725 -1.507089 1.26 1.36 -0.09
H 4.188884 2.323295 -1.860719 -0.05 -0.54 -0.10
H 4.728864 1.436155 -0.366009 -0.44 -0.26 -0.16
H 5.858114 1.726615 -1.680759 0.19 0.44 0.09
H 5.835344 3.433905 0.437961 -0.40 0.04 0.39
H 4.239924 3.993215 -0.317619 -0.02 -0.17 0.81
C 4.378754 8.356545 3.464311 -1.70 0.59 -1.23
C 4.108144 7.103665 2.586611 2.25 -0.58 1.31
O 3.180094 6.192965 3.230231 -0.36 -3.53 -0.22
C 3.406654 4.769525 3.076051 2.02 0.32 -0.41
O 4.456224 4.219295 2.780081 -2.49 1.75 0.79
C 2.111374 3.811745 3.255551 1.45 1.76 0.40
F 1.233664 4.378765 4.069481 -0.72 0.18 -0.07
F 1.595454 3.736505 2.002741 0.13 -0.89 1.25
F 2.412424 2.617015 3.850071 -0.21 1.35 -1.54
H 3.459084 8.923685 3.320551 0.10 0.74 0.22
H 5.205964 8.916825 3.028531 -0.10 -0.06 -0.25
H 4.543614 8.379275 4.541531 0.06 -1.19 -0.05
H 5.098754 6.657975 2.496281 -0.28 -0.70 -0.38
H 3.761124 7.290575 1.570371 -0.05 0.40 0.24
C 4.927654 -5.286255 -5.024079 -0.31 0.58 0.64
C 3.468824 -5.614575 -4.602769 2.96 -2.46 1.40
O 2.650574 -4.556085 -4.787659 -3.09 2.07 -1.44
C 1.353334 -4.555395 -4.396139 0.57 -2.64 2.00
O 0.774274 -5.341675 -3.654169 1.61 1.21 -1.77
C 0.678294 -3.307815 -4.853029 -0.90 -0.56 -1.45
F -0.613716 -3.602645 -5.267519 1.76 0.65 0.35
F 0.632764 -2.481775 -3.837099 -0.40 0.89 0.20
F 1.385784 -2.807015 -5.864229 -0.89 0.73 -0.02
H 5.343944 -4.506325 -4.386499 -0.07 0.16 -0.05
H 5.018154 -4.949025 -6.056649 -0.33 -0.02 -0.02
H 5.604924 -6.132905 -4.911869 -0.37 -0.26 0.08
H 3.373714 -5.825555 -3.537619 0.64 -0.52 0.19
H 3.266504 -6.553965 -5.117259 -1.08 0.25 -0.34
```
Positions in Å, forces in eV/Å.

Properties
- Net charge: -1
- Energy: -157013.3660 eV
- Spin multiplicity: 2
- Gap between HOMO and LUMO (alpha / beta): 1.2811 / 6.1425 eV